Entry 1:
9
Properties=species:S:1:pos:R:3 method="wB97M-V/def2-TZVPD" smiles=PC(S)S spin_multiplicity=1 total_energy_ev=-32075.755 e_lumo_ev=0.69 gap_ev=9.6 e_above_lowest_kcal_mol=53.1 largest_force_ev_per_a=2.90
P -1.2161 -1.0898 0.6336
C -0.2108 0.0721 -0.6807
S 0.4438 1.4391 0.2473
S 1.0147 -0.8112 -1.5972
H -0.1932 -0.7662 1.4726
H -2.2903 -0.0809 0.9168
H -0.9610 0.5685 -1.3856
H 0.8677 2.3450 -0.5733
H 2.0813 -0.6632 -0.8286

=====

Entry 2:
8
Properties=species:S:1:pos:R:3 method="wB97M-V/def2-TZVPD" spin_multiplicity=1 total_energy_ev=-18280.988 e_lumo_ev="-1.66 / -1.68" gap_ev="6.9 / 7.0" e_above_lowest_kcal_mol=3.9 largest_force_ev_per_a=3.22
C 0.2001 0.2686 1.1542
Si -0.2467 -0.1306 -0.7546
P -0.4708 1.1277 -2.6252
H 0.3011 1.3445 1.3358
H -0.6831 0.0247 1.5973
H 1.0915 -0.8776 -1.3250
H 1.0529 -0.4025 1.5060
H -1.2449 -1.3547 -0.8885

=====

Entry 3:
13
Properties=species:S:1:pos:R:3 method="wB97M-V/def2-TZVPD" spin_multiplicity=1 total_energy_ev=-16841.125 e_lumo_ev=-9.55 gap_ev=4.4 charge=+1 e_above_lowest_kcal_mol=0.0 largest_force_ev_per_a=2.50
Al -1.6632 1.7527 0.4101
O -3.6706 3.5101 1.3748
H -3.3050 3.8636 2.2075
O 0.7126 1.0865 1.7416
H 1.1315 1.8466 2.1802
C 0.5256 -1.0934 -1.0449
O -0.1981 -0.0777 -1.0611
N 0.7033 -1.9668 -2.0581
N 1.3103 -1.3519 -0.0063
H -0.0920 -2.0231 -2.6763
H 1.3513 -2.7263 -1.9629
H 1.3359 -0.6466 0.7198
H 1.8581 -2.1737 0.1755

=====

Entry 4:
9
Properties=species:S:1:pos:R:3 method="wB97M-V/def2-TZVPD" smiles=BNC spin_multiplicity=1 total_energy_ev=-3300.032 e_lumo_ev=0.78 gap_ev=11.1 e_above_lowest_kcal_mol=44.2 largest_force_ev_per_a=5.83
B -0.0640 -0.7391 -1.1216
N -0.2484 0.3186 -0.3593
C -0.0622 0.3233 1.0786
H 0.3006 -0.3390 -2.4463
H -0.2163 -1.8821 -0.8043
H 0.1681 1.1600 -0.8168
H -0.2258 -0.6304 1.6193
H 1.0285 0.5562 1.3355
H -0.6805 1.2325 1.5148

=====

Entry 5:
12
Properties=species:S:1:pos:R:3 method="wB97M-V/def2-TZVPD" spin_multiplicity=1 total_energy_ev=-27971.052 e_lumo_ev="-0.68 / -0.81" gap_ev="8.7 / 6.8" e_above_lowest_kcal_mol=39.5 largest_force_ev_per_a=2.46
C 3.2288 -0.8950 0.2180
N -1.6964 1.0062 -1.3921
N -1.2611 -0.7514 0.7957
O -1.1936 1.8004 1.0242
P -0.8855 0.7091 0.0976
Cl 1.7447 0.0450 -0.2488
H 2.9290 -1.8997 0.3927
H 3.7047 -0.3970 1.0327
H -1.4040 0.7767 -2.3295
H -2.0225 1.9731 -1.4015
H -2.1996 -0.6555 1.2423
H -0.9445 -1.7118 0.5687

=====

Entry 6:
12
Properties=species:S:1:pos:R:3 method="wB97M-V/def2-TZVPD" spin_multiplicity=1 total_energy_ev=-19606.824 e_lumo_ev="-6.17 / -5.87" gap_ev="7.1 / 8.2" charge=+1 e_above_lowest_kcal_mol=37.4 largest_force_ev_per_a=2.36
C -0.5119 -0.0456 0.0789
N 0.5708 -0.0862 -0.5725
N -2.5113 -1.1091 0.0445
N -1.2557 -1.1696 0.0170
N 2.3533 0.8343 0.1289
Cl -1.1490 1.6148 0.3214
H 0.7658 -1.0010 -0.8509
H -2.9524 -1.9616 -0.1987
H -3.1222 -0.2794 0.3428
H 1.9660 1.6000 0.7461
H 2.7649 1.1535 -0.7304
H 3.0816 0.4497 0.6730

=====

Entry 7:
12
Properties=species:S:1:pos:R:3 method="wB97M-V/def2-TZVPD" spin_multiplicity=1 total_energy_ev=-9800.071 e_lumo_ev="-5.50 / -5.50" gap_ev="9.0 / 9.0" charge=+1 e_above_lowest_kcal_mol=60.4 largest_force_ev_per_a=4.34
C 0.5902 0.2526 -0.4861
N -0.5594 -1.5044 -1.6347
N -0.1482 -0.8614 -0.5349
N 0.6372 0.9569 0.6106
N 0.0846 0.8018 1.8712
F -1.3759 0.1384 -0.0407
H 1.3794 0.4576 -1.3342
H -1.1768 -2.2564 -1.3621
H 1.4889 1.6673 0.6916
H -0.7530 -1.0833 -2.5033
H -0.7388 0.2568 2.0829
H 0.5715 1.1741 2.6397

=====

Entry 8:
8
Properties=species:S:1:pos:R:3 method="wB97M-V/def2-TZVPD" smiles=C[NH3+] spin_multiplicity=1 total_energy_ev=-2617.001 e_lumo_ev=-4.37 gap_ev=14.7 charge=+1 e_above_lowest_kcal_mol=9.8 largest_force_ev_per_a=3.75
C -0.5215 0.4472 -0.2930
N 0.4764 -0.4409 0.2821
H -0.0843 1.4988 -0.4956
H -0.8429 -0.0063 -1.2584
H -1.3317 0.5981 0.3250
H 0.9119 -0.1691 1.1990
H 1.2971 -0.5855 -0.4086
H 0.0950 -1.3423 0.6496

=====

Entry 9:
10
Properties=species:S:1:pos:R:3 method="wB97M-V/def2-TZVPD" smiles=C[N@@H+](N)[O-] spin_multiplicity=1 total_energy_ev=-6158.848 e_lumo_ev=0.99 gap_ev=9.7 e_above_lowest_kcal_mol=84.1 largest_force_ev_per_a=1.44
C 0.4910 0.2301 1.0065
N -0.1629 -0.5267 -0.1284
N -0.8029 0.4461 -1.0150
O 0.7417 -1.2794 -0.6807
H 1.3111 0.8155 0.5856
H 0.8781 -0.4751 1.7420
H -0.2570 0.8949 1.4426
H -0.9668 -1.0692 0.2532
H -1.1671 -0.0789 -1.8153
H -0.0653 1.0426 -1.3905

=====

Entry 10:
10
Properties=species:S:1:pos:R:3 method="wB97M-V/def2-TZVPD" spin_multiplicity=1 total_energy_ev=-6161.112 e_lumo_ev=0.74 gap_ev=11.0 e_above_lowest_kcal_mol=31.9 largest_force_ev_per_a=4.57
H -0.1968 -0.7603 1.0265
N -0.1554 -0.2582 0.0710
C -0.1354 1.0127 0.2007
N -0.1735 1.7804 1.3651
H -0.1688 1.6082 -0.7434
H -0.0923 2.7823 1.0654
H -0.9849 1.5858 1.9371
O 0.9387 -2.5558 -1.9378
H 0.5404 -3.4280 -1.6870
H 0.4280 -1.7672 -1.2977

=====

Entry 11:
11
Properties=species:S:1:pos:R:3 method="wB97M-V/def2-TZVPD" smiles="NC(N)=O.O" spin_multiplicity=1 total_energy_ev=-8210.007 e_lumo_ev=0.81 gap_ev=10.7 e_above_lowest_kcal_mol=20.0 largest_force_ev_per_a=2.49
N 1.3200 -0.2741 0.1351
C 0.4330 0.2066 -0.8251
N 0.7150 1.2804 -1.6057
O -0.5343 -0.4720 -1.0627
H 1.9194 0.2402 0.7290
H 0.9341 -0.9928 0.7672
H 1.5671 1.6882 -1.4340
H 0.1532 1.5670 -2.3594
O -1.8148 -1.1760 2.1367
H -2.6469 -0.6334 2.2668
H -2.0459 -1.4341 1.2522

=====

Entry 12:
14
Properties=species:S:1:pos:R:3 method="wB97M-V/def2-TZVPD" spin_multiplicity=1 total_energy_ev=-21597.295 e_lumo_ev=3.73 gap_ev=8.7 charge=-1 e_above_lowest_kcal_mol=23.0 largest_force_ev_per_a=3.99
C -1.0927 0.2145 -0.3704
N -0.0995 -0.8082 -0.6426
N -1.4035 0.1533 1.0549
O 1.9834 -1.2725 1.0467
O 2.4905 -0.1401 -1.1510
O 1.3224 1.2157 0.6368
O -0.6896 1.5145 -0.6586
P 1.7142 -0.1537 0.0597
H -2.0049 0.0664 -0.9721
H -0.3568 -1.6888 -0.1194
H -0.1415 -1.0993 -1.6376
H -1.4015 1.0740 1.4535
H 0.4161 1.4684 -0.2477
H -0.7368 -0.5443 1.5478

=====

Entry 13:
13
Properties=species:S:1:pos:R:3 method="wB97M-V/def2-TZVPD" spin_multiplicity=1 total_energy_ev=-35568.398 e_lumo_ev="-1.17 / -1.78" gap_ev="7.5 / 6.4" e_above_lowest_kcal_mol=119.8 largest_force_ev_per_a=5.40
C 2.4338 -0.7421 0.0036
N -2.4014 -0.8227 -0.6860
N 0.9539 -0.6353 0.2746
O 0.9186 -3.1407 -0.1993
P -1.4739 -1.9243 1.1515
P -3.7966 -0.2187 -0.4111
S 0.0700 -1.9883 -0.4668
H 2.6468 -1.8444 -0.1563
H 2.7666 -0.2448 -0.9597
H 2.9845 -0.1537 0.7480
H 0.5558 0.2033 -0.2394
H -4.0051 0.6130 -1.3891
H -3.9226 0.5717 0.7841

=====

Entry 14:
12
Properties=species:S:1:pos:R:3 method="wB97M-V/def2-TZVPD" spin_multiplicity=1 total_energy_ev=-24875.673 e_lumo_ev=0.52 gap_ev=10.2 e_above_lowest_kcal_mol=5.7 largest_force_ev_per_a=3.41
C -1.2967 -0.1146 -0.2338
N -2.2796 0.8732 -0.0424
N -0.0454 0.3911 -0.0624
O -1.5652 -1.2899 -0.3321
Si 1.2845 -0.8008 -0.1170
S 3.1254 0.1997 -0.0205
H -2.1363 1.7964 -0.2983
H -3.1750 0.5175 -0.1885
H 0.0506 1.4114 -0.1783
H 1.3132 -1.6274 -1.3540
H 1.4512 -1.6760 1.5772
H 3.2735 0.3193 1.2501

=====

Entry 15:
12
Properties=species:S:1:pos:R:3 method="wB97M-V/def2-TZVPD" smiles="NC(=O)N[SiH2]S" spin_multiplicity=1 total_energy_ev=-24875.635 e_lumo_ev=0.43 gap_ev=9.2 e_above_lowest_kcal_mol=6.6 largest_force_ev_per_a=4.36
N -1.8140 0.8817 1.4474
C -0.9694 -0.0493 0.9672
O -1.1260 -1.2470 1.0649
N 0.0311 0.3487 0.1471
Si 0.7343 -1.0024 -0.7825
S 2.7053 0.5202 -1.6395
H -1.5395 1.8478 1.5353
H -2.2035 0.5687 2.2501
H 0.1404 1.3302 -0.0846
H -0.2081 -1.3738 -1.7390
H 1.7094 -1.9736 -0.2199
H 2.5400 0.1488 -2.9465

=====

Entry 16:
10
Properties=species:S:1:pos:R:3 method="wB97M-V/def2-TZVPD" smiles="NC(=[NH2+])P" spin_multiplicity=1 total_energy_ev=-13395.714 e_lumo_ev=-4.07 gap_ev=11.3 charge=+1 e_above_lowest_kcal_mol=9.7 largest_force_ev_per_a=3.32
N 0.6524 -1.0986 -0.4177
C 0.1015 0.0743 -0.1917
N 0.7548 1.2219 -0.2813
P -1.8790 -0.0827 -0.1721
H 1.6057 -1.1393 -0.3430
H 0.1137 -1.8916 -0.5001
H 1.7008 1.3507 -0.2261
H 0.2576 2.0346 -0.1850
H -2.0815 -0.3581 1.1982
H -2.1969 1.3201 0.3728

=====

Entry 17:
11
Properties=species:S:1:pos:R:3 method="wB97M-V/def2-TZVPD" smiles="[H]/N=C/N.SS" spin_multiplicity=1 total_energy_ev=-25783.816 e_lumo_ev=0.15 gap_ev=8.8 e_above_lowest_kcal_mol=25.2 largest_force_ev_per_a=2.22
H -2.3145 0.8246 -1.4802
N -1.8595 -0.0485 -1.7411
C -0.5926 0.1792 -1.7878
N 0.3571 -0.6470 -1.2983
H -0.2418 1.0651 -2.3291
H -0.0162 -1.4735 -0.8544
H 1.2006 -0.6316 -1.8510
S 0.6572 0.8718 2.0670
S 1.0853 -0.3529 3.7515
H 1.9358 0.8802 1.6743
H -0.2116 -0.6673 3.8490

=====

Entry 18:
11
Properties=species:S:1:pos:R:3 method="wB97M-V/def2-TZVPD" smiles="[H]/N=C/N.SS" spin_multiplicity=1 total_energy_ev=-25783.563 e_lumo_ev=-0.57 gap_ev=8.2 e_above_lowest_kcal_mol=31.0 largest_force_ev_per_a=3.28
H 1.3445 2.5432 0.2728
N 2.0648 1.7800 0.4375
C 1.3314 0.7275 0.6501
N 1.8369 -0.4589 0.1952
H 0.2463 0.7592 1.0493
H 2.6694 -0.2452 -0.3173
H 1.2152 -1.2813 0.3506
S -2.5126 0.2055 -0.6919
S -2.4150 -1.8122 0.2515
H -3.8566 0.0958 -1.2831
H -1.9243 -2.3137 -0.9147

=====

Entry 19:
11
Properties=species:S:1:pos:R:3 method="wB97M-V/def2-TZVPD" smiles="[H]/N=C/N.SS" spin_multiplicity=1 total_energy_ev=-25784.432 e_lumo_ev=0.24 gap_ev=9.4 e_above_lowest_kcal_mol=11.0 largest_force_ev_per_a=1.10
H -1.1066 -3.4898 -0.0448
N -0.8772 -2.5098 -0.0027
C -0.1903 -2.2956 1.0467
N 0.4237 -1.0683 1.2507
H 0.0217 -3.0740 1.7799
H 0.1585 -0.6644 2.1343
H 0.2951 -0.4899 0.4284
S 0.1558 2.9761 -0.6763
S -0.1063 3.7932 -2.5728
H 0.8027 1.8584 -1.0204
H 0.4228 4.9641 -2.3230

=====

Entry 20:
10
Properties=species:S:1:pos:R:3 method="wB97M-V/def2-TZVPD" smiles=[SiH3]C1NN1 spin_multiplicity=1 total_energy_ev=-11988.433 e_lumo_ev=1.03 gap_ev=11.1 e_above_lowest_kcal_mol=75.1 largest_force_ev_per_a=5.15
Si -1.4468 -0.0205 0.1022
C 0.4599 0.4868 0.0292
N 1.2817 -0.1893 -0.9008
N 1.4974 -0.4384 0.5421
H -1.4474 -0.4782 -1.2519
H -2.4107 0.9895 0.4428
H -1.6980 -1.1781 1.0638
H 0.8691 1.6508 0.3160
H 0.6291 -0.9124 -1.1283
H 2.2658 0.0898 0.7849